Entry 1:
A 5-piece molecular cluster, C24H48O8 overall. Source: the OMol25 dataset; level of theory: ωB97M-V with the def2-TZVPD basis set.

```
80
Properties=species:S:1:pos:R:3:forces:R:3
C 0.853 -1.129 0.219 0.2 0.2 0.1
C 1.218 0.225 0.835 -0.1 0.0 -0.2
C 1.011 1.374 -0.150 -0.2 -0.1 0.0
C 1.380 2.761 0.373 0.1 0.0 0.0
C 2.799 2.877 0.921 -0.1 0.2 -0.1
C 3.062 4.290 1.448 -0.1 -0.2 0.1
C 4.530 4.644 1.593 -0.1 -0.1 0.1
O 5.257 3.501 1.906 -0.1 0.0 0.1
O 5.005 5.248 0.352 0.1 0.0 -0.1
C 5.790 4.493 -0.468 0.1 0.3 0.5
O 5.409 3.935 -1.438 -0.1 -0.3 -0.2
O 7.092 4.500 -0.083 0.1 0.1 -0.4
H 1.154 -1.154 -0.832 -0.1 -0.1 0.0
H -0.214 -1.332 0.277 0.0 0.0 -0.1
H 1.386 -1.940 0.715 -0.1 -0.1 0.1
H 2.259 0.201 1.160 0.0 0.0 0.1
H 0.591 0.405 1.715 0.2 0.0 0.1
H 1.565 1.162 -1.071 0.1 0.0 0.1
H -0.048 1.384 -0.432 0.0 0.0 -0.1
H 1.286 3.474 -0.453 -0.1 0.0 0.1
H 0.661 3.069 1.142 0.0 0.0 0.0
H 2.949 2.169 1.734 0.1 -0.1 -0.1
H 3.506 2.648 0.119 0.0 -0.1 0.1
H 2.590 5.022 0.791 0.1 0.1 0.1
H 2.607 4.396 2.437 -0.1 0.0 0.0
H 4.677 5.412 2.354 0.0 0.2 -0.1
H 6.091 3.746 2.319 0.0 0.0 -0.1
H 7.294 5.351 0.325 -0.1 -0.1 0.3
C -0.061 -5.538 -2.414 0.0 0.0 0.0
C -0.217 -4.367 -3.383 0.0 0.0 0.0
C -1.016 -3.381 -2.541 0.0 0.0 0.0
O -0.617 -3.604 -1.183 0.0 0.0 0.0
C 0.134 -4.811 -1.089 0.0 0.0 0.0
H 0.770 -6.199 -2.656 0.0 0.0 0.0
H -0.978 -6.131 -2.391 0.0 0.0 0.0
H 0.763 -3.954 -3.634 0.0 0.0 0.0
H -0.725 -4.631 -4.309 0.0 0.0 0.0
H -2.089 -3.564 -2.631 0.0 0.0 0.0
H -0.812 -2.339 -2.796 0.0 0.0 0.0
H 1.191 -4.568 -0.925 0.0 0.0 0.0
H -0.224 -5.382 -0.230 0.0 0.0 0.0
C -6.550 -3.170 -2.168 0.0 0.0 0.0
C -5.923 -3.546 -0.827 0.0 0.1 0.0
C -4.822 -4.502 -1.260 0.0 0.0 0.0
O -4.401 -4.061 -2.556 0.0 0.0 -0.1
C -5.324 -3.101 -3.069 0.0 0.0 0.0
H -7.108 -2.235 -2.145 0.0 0.0 0.0
H -7.223 -3.962 -2.505 0.0 0.0 0.0
H -5.491 -2.660 -0.354 0.0 0.0 0.0
H -6.611 -4.009 -0.124 0.0 0.0 0.0
H -5.197 -5.528 -1.333 0.0 0.0 0.0
H -3.959 -4.497 -0.593 0.0 0.0 0.0
H -4.865 -2.106 -3.033 0.0 0.0 0.0
H -5.539 -3.344 -4.111 0.0 0.0 0.0
C 6.398 9.271 -0.755 0.0 0.0 0.0
C 7.838 9.140 -0.262 0.0 0.0 0.0
C 7.681 9.449 1.222 0.0 0.0 0.0
O 6.382 8.986 1.592 0.0 0.0 0.0
C 5.620 8.685 0.416 0.1 0.0 0.0
H 6.205 8.747 -1.690 0.0 0.0 0.0
H 6.144 10.324 -0.894 0.0 0.0 0.0
H 8.195 8.117 -0.404 0.0 0.0 0.0
H 8.535 9.812 -0.760 0.0 0.0 0.0
H 7.746 10.526 1.409 0.0 0.0 0.0
H 8.423 8.949 1.846 0.0 0.0 0.0
H 5.522 7.600 0.329 -0.1 0.0 -0.1
H 4.623 9.114 0.525 0.0 0.0 0.0
C -8.034 -7.197 2.730 0.0 0.0 0.0
C -7.192 -6.332 3.666 0.0 0.0 0.0
C -6.009 -5.979 2.774 0.0 0.0 0.0
O -6.519 -5.926 1.440 0.0 0.0 0.0
C -7.832 -6.487 1.397 0.0 0.0 0.0
H -9.083 -7.259 3.016 0.0 0.0 0.0
H -7.630 -8.210 2.685 0.0 0.0 0.0
H -7.741 -5.430 3.944 0.0 0.0 0.0
H -6.890 -6.842 4.580 0.0 0.0 0.0
H -5.229 -6.747 2.828 0.0 0.0 0.0
H -5.560 -5.015 3.015 0.0 0.0 0.0
H -8.562 -5.680 1.265 0.0 0.0 0.0
H -7.899 -7.156 0.539 0.0 0.0 0.0
```
Positions in Å, forces in eV/Å.

Summary:
Relative energy (zero: lowest compared OMol25 entry of this formula, charge and spin), kcal/mol: 29.6


Entry 2:
One molecule with the formula C3H3ClN2O2. Source: the OMol25 dataset; level of theory: ωB97M-V with the def2-TZVPD basis set.

```
11
Properties=species:S:1:pos:R:3:forces:R:3
C 0.082 -0.029 0.000 0.2 -0.2 0.1
C -1.294 -0.565 -0.013 -0.5 -0.2 -0.1
N -1.605 -1.829 -0.048 1.0 0.1 0.0
O -2.945 -1.946 -0.035 -0.9 -0.1 0.0
N -3.528 -0.657 0.010 0.8 0.4 0.0
O -4.721 -0.535 0.031 -0.6 -0.1 0.0
C -2.497 0.161 0.023 -0.8 4.3 -0.1
Cl -2.788 2.178 -0.016 0.6 -4.5 0.1
H 0.673 -0.492 -0.788 0.0 0.1 0.0
H 0.049 1.047 -0.137 0.1 0.1 0.0
H 0.556 -0.258 0.954 0.0 0.1 0.0
```
Positions in Å, forces in eV/Å.

Summary:
Relative energy (zero: lowest compared OMol25 entry of this formula, charge and spin), kcal/mol: 124.6


- Which of these has the lowest relative energy (zero: lowest compared OMol25 entry of this formula, charge and spin)?
  C24H48O8